Record 1
# C21H29NO2

A single C21H29NO2 molecule (ωB97M-V with the def2-TZVPD basis set, the OMol25 dataset).

Element x y z (Å)
C  -1.71  -3.97  -0.99
C  -1.45  -2.48  -1.18
C  -0.25  -2.02  -0.35
H  0.62  -2.58  -0.70
H  -0.41  -2.28  0.70
C  0.08  -0.50  -0.46
C  1.59  -0.37  -0.27
C  2.20  -0.71  0.93
C  3.57  -0.60  1.10
C  4.37  -0.16  0.05
C  3.76  0.16  -1.16
C  2.40  0.05  -1.32
H  1.95  0.28  -2.27
H  4.39  0.49  -1.98
O  5.72  -0.01  0.10
C  6.39  -0.32  1.30
H  6.05  0.30  2.13
H  6.26  -1.38  1.57
H  7.44  -0.13  1.11
H  4.00  -0.88  2.05
H  1.62  -1.07  1.76
O  -0.23  -0.02  -1.74
H  -1.19  0.08  -1.79
C  -0.65  0.29  0.67
C  -2.15  0.10  0.63
C  -2.76  -0.70  1.59
C  -4.12  -0.93  1.57
C  -4.91  -0.34  0.59
C  -4.32  0.48  -0.35
C  -2.95  0.70  -0.33
H  -2.51  1.38  -1.05
H  -4.93  0.95  -1.11
H  -5.97  -0.52  0.58
H  -4.57  -1.56  2.32
H  -2.16  -1.16  2.36
H  -0.30  -0.14  1.61
C  -0.25  1.78  0.74
N  -0.78  2.63  -0.31
C  0.22  3.06  -1.26
H  0.99  3.71  -0.80
H  0.71  2.18  -1.68
H  -0.26  3.61  -2.07
C  -1.55  3.74  0.19
H  -2.35  3.37  0.83
H  -0.94  4.46  0.77
H  -2.00  4.28  -0.65
H  -0.60  2.15  1.71
H  0.85  1.83  0.76
H  -1.26  -2.28  -2.23
H  -2.35  -1.93  -0.88
H  -1.93  -4.19  0.05
H  -2.55  -4.29  -1.59
H  -0.83  -4.55  -1.28

Values from the calculation:
- HOMO level (eV) = -8.12
- lowest unoccupied orbital energy (hartree) = 0.0291
- energy relative to the best compared isomer or geometry (same formula, charge and spin) (eV) = 2.148
- HOMO-LUMO gap (eV) = 8.91
- SMILES = CCC[C@](O)(c1ccc(OC)cc1)[C@@H](CN(C)C)c1ccccc1

---

Record 2
# C21H30BBrN

2 unconnected molecules or ions with the total composition C21H30BBrN in a non-equilibrium geometry (ωB97M-V with the def2-TZVPD basis set, the OMol25 dataset).

Element x y z (Å)
C  -0.20  2.04  -1.51
C  -0.61  2.79  -2.66
C  -1.99  3.04  -2.89
C  -2.43  3.63  -4.07
C  -1.51  4.05  -5.04
C  -0.13  3.87  -4.81
C  0.32  3.26  -3.64
C  1.12  1.72  -1.22
C  1.57  0.79  -0.28
C  2.95  0.68  0.05
C  3.53  -0.48  0.64
C  4.91  -0.60  0.80
C  5.77  0.44  0.41
C  5.22  1.62  -0.11
C  3.85  1.76  -0.26
H  -0.98  1.69  -0.83
H  -2.70  2.74  -2.11
H  -3.50  3.77  -4.23
H  -1.85  4.51  -5.97
H  0.59  4.21  -5.55
H  1.39  3.14  -3.47
H  1.87  2.26  -1.80
H  0.85  0.10  0.17
H  2.86  -1.30  0.92
H  5.33  -1.50  1.24
H  6.85  0.34  0.51
H  5.88  2.45  -0.41
H  3.43  2.70  -0.62
C  -3.82  -1.32  1.10
C  -2.39  -1.43  0.61
N  -1.44  -2.15  1.57
C  -1.45  -1.49  2.94
C  -0.94  -0.07  2.89
C  -1.97  -3.58  1.73
C  -1.14  -4.45  2.65
B  0.03  -2.11  0.95
Br  0.15  -3.22  -0.74
H  0.29  -0.89  0.49
H  -4.39  -0.79  0.33
H  -4.31  -2.29  1.23
H  -3.92  -0.74  2.02
H  -2.35  -2.01  -0.33
H  -1.97  -0.44  0.42
H  -2.48  -1.55  3.31
H  -0.83  -2.11  3.60
H  -0.93  0.32  3.92
H  0.09  -0.01  2.51
H  -1.59  0.59  2.29
H  -2.99  -3.47  2.10
H  -2.01  -4.00  0.72
H  -1.68  -5.41  2.74
H  -0.15  -4.66  2.25
H  -1.04  -4.03  3.66
H  0.86  -2.41  1.77

Values from the calculation:
- HOMO level (eV) = -11.39
- lowest unoccupied orbital energy (hartree) = -0.1990
- HOMO-LUMO gap (eV) = 5.97
- net charge = +1

---

Record 3
# C21H30Cl5PdSe2SiTe2

A molecular structure, C21H30Cl5PdSe2SiTe2 (ωB97M-V with the def2-TZVPD basis set, the OMol25 dataset).

Element x y z (Å)
Pd  0.89  1.44  -0.15
Cl  -0.92  1.17  3.24
C  0.78  1.47  3.09
C  1.37  1.41  1.83
C  2.72  1.66  1.80
Cl  3.32  1.71  0.14
C  3.54  1.89  2.90
Cl  5.22  2.18  2.71
C  2.92  1.89  4.15
Cl  3.87  2.16  5.56
C  1.54  1.69  4.24
Cl  0.78  1.73  5.79
Se  0.68  1.41  -2.62
Te  2.13  3.39  -3.11
Te  0.57  5.15  -1.83
Se  0.71  4.08  0.41
C  1.65  -1.60  1.39
Si  1.02  -1.05  -0.31
C  -0.69  -1.91  -0.51
C  -1.52  -1.69  0.77
C  -1.47  -1.41  -1.73
C  -0.52  -3.43  -0.64
C  2.32  -1.79  -1.57
C  3.56  -0.92  -1.73
C  2.82  -3.14  -1.01
C  1.76  -2.04  -2.97
H  1.59  -2.69  1.47
H  1.04  -1.17  2.19
H  2.68  -1.30  1.56
H  -1.67  -0.64  1.00
H  -1.05  -2.17  1.63
H  -2.50  -2.16  0.63
H  -1.70  -0.35  -1.65
H  -2.42  -1.95  -1.80
H  -0.93  -1.57  -2.66
H  0.02  -3.86  0.20
H  -0.02  -3.73  -1.56
H  -1.52  -3.88  -0.65
H  4.03  -0.68  -0.78
H  3.33  0.02  -2.24
H  4.30  -1.46  -2.34
H  3.39  -3.00  -0.09
H  3.49  -3.59  -1.75
H  2.02  -3.85  -0.81
H  1.41  -1.12  -3.44
H  0.94  -2.77  -2.98
H  2.56  -2.45  -3.60
C  -4.33  0.93  -1.14
C  -3.67  1.89  -0.14
C  -4.27  1.67  1.25
C  -3.91  3.34  -0.58
C  -2.22  1.64  -0.09
C  -1.03  1.46  -0.06
H  -5.40  1.11  -1.18
H  -4.16  -0.11  -0.84
H  -3.91  1.07  -2.14
H  -5.36  1.79  1.22
H  -3.86  2.39  1.96
H  -4.04  0.66  1.62
H  -4.98  3.56  -0.61
H  -3.49  3.50  -1.58
H  -3.42  4.03  0.10

Values from the calculation:
- HOMO level (eV) = -3.95
- lowest unoccupied orbital energy (hartree) = 0.0805
- HOMO-LUMO gap (eV) = 6.14
- net charge = -1

---

Record 4
# C21H30ClN3O2

A single C21H30ClN3O2 molecule (ωB97M-V with the def2-TZVPD basis set, the OMol25 dataset).

Element x y z (Å)
C  1.43  7.56  -0.10
C  0.98  6.31  0.60
C  -0.17  5.63  0.20
C  -0.55  4.46  0.82
C  0.19  3.89  1.85
C  -0.22  2.57  2.44
C  0.41  1.43  1.64
O  -0.21  0.81  0.78
N  1.70  1.17  1.93
C  2.48  0.16  1.25
C  3.23  0.65  0.00
C  4.01  1.92  0.36
C  4.18  -0.45  -0.45
N  2.23  0.90  -1.05
C  2.51  1.53  -2.22
O  3.64  1.88  -2.52
C  1.37  1.72  -3.22
C  -0.05  1.35  -2.80
C  -0.73  2.46  -1.99
N  -0.54  3.81  -2.54
C  -0.92  3.87  -3.97
C  0.33  3.44  -4.79
C  1.41  3.18  -3.71
C  0.90  4.08  -2.58
C  1.33  4.59  2.25
Cl  2.32  4.01  3.58
C  1.73  5.77  1.64
H  0.59  8.07  -0.56
H  1.92  8.24  0.59
H  2.15  7.32  -0.89
H  -0.76  6.01  -0.62
H  -1.44  3.95  0.48
H  0.07  2.50  3.49
H  -1.30  2.45  2.36
H  2.16  1.76  2.61
H  3.22  -0.23  1.95
H  1.81  -0.66  0.98
H  4.62  1.74  1.25
H  4.66  2.22  -0.46
H  3.33  2.75  0.57
H  4.96  -0.62  0.30
H  3.64  -1.39  -0.62
H  4.66  -0.16  -1.39
H  1.26  0.73  -0.80
H  1.67  1.08  -4.06
H  -0.63  1.17  -3.71
H  -0.09  0.41  -2.24
H  -1.81  2.26  -1.92
H  -0.35  2.47  -0.97
H  -1.79  3.24  -4.15
H  -1.19  4.90  -4.21
H  0.15  2.56  -5.40
H  0.65  4.24  -5.46
H  2.41  3.43  -4.05
H  1.06  5.14  -2.82
H  1.36  3.88  -1.61
H  2.62  6.27  1.99

Values from the calculation:
- HOMO level (eV) = -8.43
- lowest unoccupied orbital energy (hartree) = 0.0218
- energy relative to the best compared isomer or geometry (same formula, charge and spin) (eV) = 0.019
- HOMO-LUMO gap (eV) = 9.03
- SMILES = Cc1ccc(CC(=O)NCC(C)(C)NC(=O)[C@H]2CCN3CC[C@H]2C3)c(Cl)c1

---

Which value of lowest unoccupied orbital energy does entry 4 give? 0.0218 hartree

---

Among the records above, which one has the lowest lowest unoccupied orbital energy? C21H30BBrN

---

Which of these has the highest HOMO-LUMO gap? C21H30ClN3O2

---

Among the records above, which one has the lowest HOMO-LUMO gap? C21H30BBrN